Entry w
Computed, not measured: an isolated molecule of C2H8N4O, with ωB97M-V with the def2-TZVPD basis set.

The value obtained for the HOMO energy is -0.3168 Ha. The SMILES is CCN/[N+]([O-])=N/N. The calculation puts the lowest unoccupied orbital energy at 1.08 eV. As for the gap between HOMO and LUMO: 9.70 eV.

ORCA input file:
```
! wB97M-V def2-TZVPD RIJCOSX def2/J DEFGRID3
* xyz 0 1
C 0.12 -1.46 -0.80
C -1.07 -0.53 -0.54
N -0.63 0.86 -0.44
N -0.09 1.19 0.76
O -0.73 0.88 1.76
N 0.97 1.83 0.73
N 1.58 1.96 2.04
H 0.61 -1.54 0.21
H -0.16 -2.38 -1.36
H 0.89 -0.81 -1.45
H -1.70 -0.30 -1.44
H -1.76 -0.59 0.38
H -0.03 1.08 -1.21
H 0.73 1.65 2.69
H 2.10 2.84 2.05
*
```

These are the natural (NBO) partial charges, in e, on atoms 1 to 8: C -0.642; C -0.258; N -0.434; N 0.400; O -0.538; N -0.118; N -0.701; H 0.228

Entry x
Computed, not measured: a structure of composition C2H8N4O, with ωB97M-V with the def2-TZVPD basis set.

The value obtained for the HOMO energy is -0.3117 Ha. The calculation puts the lowest unoccupied orbital energy at 0.87 eV. As for the gap between HOMO and LUMO: 9.35 eV.

ORCA input file:
```
! wB97M-V def2-TZVPD RIJCOSX def2/J DEFGRID3
* xyz 0 1
C 0.92 -2.11 -0.87
C 0.13 -0.14 0.00
H 1.97 -2.73 -0.68
H 0.97 -1.77 -1.95
H -0.01 -2.90 -0.71
H 0.11 -0.11 2.10
H -1.03 2.22 1.49
H 0.60 1.93 0.33
H -2.10 0.74 -0.30
H -1.86 1.05 -1.95
N -0.07 0.36 1.28
N 0.00 1.74 1.45
N -0.45 0.14 -1.01
N -1.34 1.22 -0.95
O 1.01 -1.15 0.19
*
```

These are the natural (NBO) partial charges, in e, on atoms 1 to 8: C -0.293; C 0.624; H 0.192; H 0.214; H 0.188; H 0.386; H 0.347; H 0.353

Entry y
Computed, not measured: an isolated molecule of C2H8N4O, with ωB97M-V with the def2-TZVPD basis set.

The value obtained for the HOMO energy is -0.3051 Ha. The SMILES is CN(N)NC(N)=O. The calculation puts the lowest unoccupied orbital energy at 0.91 eV. As for the gap between HOMO and LUMO: 9.21 eV.

ORCA input file:
```
! wB97M-V def2-TZVPD RIJCOSX def2/J DEFGRID3
* xyz 0 1
C 0.27 -1.09 1.43
N 0.36 0.45 0.95
N -0.49 1.23 1.68
N -0.30 0.02 -0.40
C 0.51 0.01 -1.51
N -0.18 0.20 -2.68
O 1.72 -0.16 -1.52
H 1.03 -1.66 0.88
H -0.71 -1.57 1.38
H 0.56 -1.03 2.48
H -0.36 1.15 2.70
H -0.51 2.20 1.36
H -1.23 0.41 -0.50
H 0.41 0.08 -3.50
H -1.09 -0.23 -2.75
*
```

These are the natural (NBO) partial charges, in e, on atoms 1 to 8: C -0.413; N -0.087; N -0.720; N -0.545; C 0.759; N -0.853; O -0.635; H 0.228

Quick look at relative energies in kcal/mol: entry w 55.2; entry x 69.6; entry y 0.0.

Entry w
Computed, not measured: an isolated molecule of C8H10N2O2, with ωB97M-V with the def2-TZVPD basis set.

The value obtained for the HOMO energy is -0.3350 Ha. The SMILES is NCCc1ccc([N+](=O)[O-])cc1. The calculation puts the lowest unoccupied orbital energy at -0.34 eV. As for the gap between HOMO and LUMO: 8.77 eV.

ORCA input file:
```
! wB97M-V def2-TZVPD RIJCOSX def2/J DEFGRID3
* xyz 0 1
N -0.75 2.84 1.25
C 0.40 2.11 1.55
C 1.26 1.38 0.53
C 0.77 0.09 -0.03
C 0.76 -1.11 0.71
C -0.06 -2.17 0.19
C -0.53 -2.02 -1.02
N -0.97 -3.29 -1.69
O -0.62 -4.34 -1.25
O -1.59 -3.13 -2.74
C -0.63 -0.75 -1.72
C -0.03 0.31 -1.21
H -0.39 3.38 0.42
H -1.85 2.30 1.37
H 0.15 1.36 2.43
H 1.15 2.78 1.97
H 2.40 1.40 0.85
H 1.55 2.11 -0.30
H 1.28 -1.18 1.70
H -0.36 -3.04 0.80
H -1.51 -0.45 -2.39
H -0.43 1.41 -1.45
*
```

These are the natural (NBO) partial charges, in e, on atoms 1 to 8: N -0.869; C -0.212; C -0.463; C 0.001; C -0.222; C -0.179; C 0.020; N 0.536

Entry x
Computed, not measured: a cluster of 2 separate species, C8H10N2O2 in total, with ωB97M-V with the def2-TZVPD basis set.

The value obtained for the HOMO energy is -0.2707 Ha. The SMILES is O=C1C=CC(O)=N1.CCC=C=N. The calculation puts the lowest unoccupied orbital energy at -1.13 eV. As for the gap between HOMO and LUMO: 6.23 eV.

ORCA input file:
```
! wB97M-V def2-TZVPD RIJCOSX def2/J DEFGRID3
* xyz 0 1
O 2.02 -0.24 1.95
C 2.31 0.36 0.94
C 3.51 1.27 0.64
C 3.38 1.62 -0.67
C 2.27 0.80 -1.21
O 1.99 0.69 -2.48
N 1.57 0.23 -0.27
H 4.31 1.69 1.30
H 3.98 2.19 -1.31
H 2.70 0.80 -3.05
C -1.52 -3.03 2.15
C -0.30 -2.47 1.51
C -0.71 -1.35 0.56
C -0.60 -1.42 -0.76
N -0.81 -1.52 -1.94
H -1.24 -3.76 2.92
H -1.94 -3.64 1.33
H -2.24 -2.33 2.58
H 0.50 -2.12 2.25
H 0.15 -3.31 0.96
H -0.93 -0.45 1.07
H -0.16 -1.39 -2.72
*
```

These are the natural (NBO) partial charges, in e, on atoms 1 to 8: O -0.476; C 0.641; C -0.231; C -0.288; C 0.573; O -0.625; N -0.548; H 0.242

Quick look at relative energies in kcal/mol: entry w 61.9; entry x 0.0.